1.
ORCA calculation (the ωB97M-V functional and the def2-TZVPD basis) on C28H17N5O7S3SbTc as an isolated structure.

Each line ends with the Mulliken spin population.
Element x y z (Å)
Tc  0.75  -0.55  1.92  0.852
S  2.48  0.74  1.50  0.030
C  2.41  1.36  3.15  0.001
S  1.11  0.48  3.92  0.092
C  3.12  2.41  3.62  -0.005
C  4.02  3.09  2.76  0.001
N  4.71  3.67  2.04  -0.003
C  2.91  2.90  4.95  0.001
N  2.73  3.30  6.01  -0.005
S  -1.47  0.08  1.91  -0.021
Sb  -1.76  1.04  -0.23  0.015
C  -3.43  2.26  0.01  0.003
C  -4.36  2.33  -1.02  0.001
C  -5.46  3.16  -0.88  0.000
C  -5.64  3.89  0.28  0.000
C  -4.71  3.81  1.31  0.000
C  -3.60  2.99  1.18  0.000
C  -2.29  -0.40  -1.65  0.002
C  -3.35  -1.23  -1.28  0.000
C  -3.80  -2.21  -2.15  0.000
C  -3.18  -2.37  -3.39  0.001
C  -2.13  -1.55  -3.75  -0.001
C  -1.68  -0.56  -2.89  -0.001
C  -0.05  2.20  -0.55  -0.016
C  0.18  3.19  0.40  0.012
C  1.31  3.99  0.32  -0.001
C  2.23  3.78  -0.70  0.001
C  2.00  2.79  -1.65  0.001
C  0.87  2.00  -1.58  0.004
H  -4.23  1.76  -1.93  0.000
H  -6.19  3.22  -1.68  0.000
H  -6.51  4.53  0.39  0.000
H  -4.86  4.39  2.22  0.000
H  -2.90  2.92  2.00  0.000
H  -3.84  -1.11  -0.32  0.000
H  -4.62  -2.85  -1.87  0.000
H  -3.53  -3.14  -4.07  0.000
H  -1.65  -1.67  -4.72  0.000
H  -0.86  0.07  -3.19  0.000
H  -0.52  3.36  1.21  0.000
H  1.48  4.76  1.06  0.000
H  3.12  4.39  -0.75  0.000
H  2.72  2.63  -2.44  0.000
H  0.73  1.22  -2.31  -0.001
O  4.18  -5.22  -2.77  0.000
N  4.12  -5.59  -1.62  0.000
O  4.62  -6.59  -1.15  0.000
C  3.36  -4.72  -0.69  0.000
C  2.74  -3.61  -1.19  -0.001
C  2.02  -2.81  -0.32  0.010
C  1.95  -3.07  1.07  0.028
O  1.33  -2.32  1.97  0.018
C  2.60  -4.24  1.51  -0.014
C  3.28  -5.07  0.65  -0.001
N  2.59  -4.63  2.94  0.000
O  2.61  -5.82  3.16  -0.001
O  2.64  -3.74  3.76  0.002
N  1.27  -1.72  -0.93  0.007
O  1.35  -1.54  -2.11  0.001
O  0.50  -1.04  -0.23  -0.011
H  2.79  -3.38  -2.25  0.000
H  3.76  -5.97  1.02  0.000

Summary:
Energy relative to the best compared isomer or geometry (same formula, charge and spin)   0.059 eV
Lowest unoccupied orbital energy (spin up / spin down)   -0.1893 / -0.1870 hartree
Multiplicity   2
Net charge   +1
Total energy   -3392.72665 a.u.
Orbital gap (spin up / spin down)   0.248 / 0.253 Ha


2.
ORCA calculation (the ωB97M-V functional and the def2-TZVPD basis) on C28H18BrF3MoN5O as an isolated structure.

Each line ends with the Mulliken spin population.
Element x y z (Å)
Mo  -0.98  0.27  1.73  2.169
Br  -1.12  3.89  -6.94  0.000
C  -0.36  2.23  -6.42  -0.001
C  -0.66  1.09  -7.16  0.000
C  -0.09  -0.12  -6.79  -0.001
C  0.71  -0.18  -5.66  -0.001
C  1.02  0.97  -4.94  0.000
C  0.49  2.18  -5.33  0.000
N  1.30  -1.44  -5.33  -0.003
N  1.21  -1.91  -4.19  -0.001
C  0.41  -1.32  -3.18  -0.020
C  -0.95  -1.15  -3.31  0.011
C  -1.74  -0.71  -2.24  -0.032
C  -1.15  -0.42  -1.03  0.018
O  -1.84  0.02  0.04  -0.045
C  0.24  -0.60  -0.87  0.034
N  0.75  -0.31  0.36  -0.010
C  2.04  -0.50  0.57  0.018
C  2.90  -0.99  -0.41  0.003
C  2.40  -1.28  -1.66  0.006
C  1.04  -1.08  -1.92  -0.017
H  -1.30  1.15  -8.02  0.000
H  -0.27  -1.01  -7.36  0.000
H  1.70  0.92  -4.10  0.000
H  0.74  3.09  -4.80  0.000
H  -1.42  -1.36  -4.26  0.000
H  -2.80  -0.58  -2.35  0.000
H  2.42  -0.26  1.56  -0.002
H  3.94  -1.14  -0.18  0.000
H  3.04  -1.68  -2.44  0.000
C  2.12  3.67  4.41  -0.001
C  2.28  2.60  5.28  0.006
C  1.62  1.41  5.06  -0.004
C  0.81  1.30  3.94  -0.005
C  0.63  2.37  3.07  -0.003
C  1.29  3.56  3.30  0.014
N  0.08  0.14  3.60  -0.062
N  0.10  -0.89  4.29  0.117
C  -0.70  -1.88  3.72  0.010
C  -0.85  -3.10  4.36  -0.004
C  -1.66  -4.06  3.78  0.062
C  -2.31  -3.80  2.58  -0.031
C  -2.16  -2.57  1.94  0.093
C  -1.35  -1.59  2.49  -0.239
H  2.63  4.61  4.60  0.000
H  2.92  2.71  6.15  0.000
H  1.73  0.57  5.73  0.000
H  -0.04  2.36  2.20  -0.012
H  1.16  4.40  2.63  0.000
H  -0.34  -3.28  5.30  -0.001
H  -1.80  -5.02  4.27  0.003
H  -2.95  -4.55  2.14  -0.001
H  -2.69  -2.38  1.01  0.009
F  -2.90  2.41  1.92  0.000
C  -2.74  1.21  2.57  -0.102
F  -2.65  1.52  3.89  0.011
F  -3.90  0.54  2.41  0.014

Summary:
Energy relative to the best compared isomer or geometry (same formula, charge and spin)   0.000 eV
Lowest unoccupied orbital energy (spin up / spin down)   -0.1897 / -0.1887 hartree
Multiplicity   3
Net charge   +1
Total energy   -4368.32207 a.u.
Orbital gap (spin up / spin down)   0.211 / 0.212 Ha


3.
ORCA calculation (the ωB97M-V functional and the def2-TZVPD basis) on C28H18Cl2N6O2Se2Sn as an isolated structure.

Each line ends with the natural charge from an NBO analysis.
Element x y z (Å)
Sn  -0.08  0.19  -0.55  1.435
Cl  -3.06  4.84  4.19  0.182
C  -2.02  3.71  3.46  0.024
C  -2.42  3.07  2.34  -0.275
C  -1.57  2.11  1.71  0.297
N  -1.82  1.40  0.65  -0.655
C  -3.03  1.54  -0.08  0.647
O  -3.78  2.47  -0.02  -0.486
C  -3.30  0.37  -0.99  0.088
C  -4.57  0.18  -1.49  -0.172
C  -4.79  -0.92  -2.32  -0.119
C  -3.73  -1.76  -2.61  -0.212
C  -2.48  -1.49  -2.07  0.059
N  -2.27  -0.44  -1.27  -0.553
C  -0.24  1.82  2.38  0.348
C  0.13  2.57  3.56  -0.288
C  -0.70  3.47  4.08  -0.016
Cl  -0.27  4.36  5.47  0.149
N  0.46  0.90  1.83  -0.520
C  1.69  0.45  2.42  0.650
O  1.67  -0.16  3.45  -0.494
C  2.90  0.71  1.59  0.029
C  4.13  0.24  2.01  -0.174
C  5.23  0.51  1.21  -0.150
C  5.04  1.25  0.05  -0.207
C  3.76  1.68  -0.28  0.036
N  2.70  1.42  0.47  -0.419
H  -3.38  3.31  1.90  0.283
H  -5.35  0.88  -1.24  0.265
H  -5.77  -1.10  -2.73  0.253
H  -3.86  -2.62  -3.25  0.252
H  -1.62  -2.11  -2.29  0.232
H  1.09  2.37  4.02  0.265
H  4.21  -0.32  2.93  0.256
H  6.21  0.17  1.49  0.247
H  5.88  1.49  -0.60  0.245
H  3.59  2.27  -1.17  0.212
Se  2.51  -1.70  -1.33  0.221
Se  0.99  -3.45  -1.12  0.265
C  0.11  -2.98  0.53  0.047
C  -0.01  -4.02  1.44  -0.253
C  -0.77  -3.84  2.58  -0.097
C  -1.38  -2.62  2.79  -0.221
C  -1.19  -1.62  1.85  0.065
N  -0.46  -1.78  0.74  -0.619
C  1.90  -1.01  -3.03  0.027
C  2.84  -0.81  -4.03  -0.250
C  2.39  -0.30  -5.24  -0.127
C  1.03  -0.04  -5.41  -0.230
C  0.18  -0.28  -4.34  0.057
N  0.61  -0.75  -3.16  -0.519
H  0.49  -4.96  1.25  0.257
H  -0.88  -4.64  3.30  0.253
H  -1.99  -2.42  3.66  0.251
H  -1.66  -0.66  1.97  0.210
H  3.88  -1.07  -3.88  0.247
H  3.08  -0.13  -6.05  0.247
H  0.64  0.33  -6.34  0.248
H  -0.88  -0.09  -4.43  0.205

Summary:
Energy relative to the best compared isomer or geometry (same formula, charge and spin)   0.000 eV
Lowest unoccupied orbital energy   -0.2913 hartree
Multiplicity   1
Net charge   +2
Total energy   -7493.90735 a.u.
Orbital gap   0.215 Ha


4.
ORCA calculation (the ωB97M-V functional and the def2-TZVPD basis) on C28H19Cl2N8O4RuS as an isolated structure at a distorted geometry.

Each line ends with the natural charge from an NBO analysis.
Element x y z (Å)
Ru  -0.02  -0.97  0.98  0.939
Cl  -6.27  -0.54  3.63  0.082
C  -4.57  -0.64  3.44  -0.022
C  -4.05  -0.85  2.19  -0.272
C  -2.66  -0.92  2.03  0.244
N  -1.98  -1.15  0.88  -0.515
C  -2.51  -1.66  -0.31  0.659
O  -3.65  -1.57  -0.69  -0.507
C  -1.45  -2.46  -1.02  0.107
C  -1.73  -3.16  -2.17  -0.187
C  -0.76  -4.01  -2.69  -0.112
C  0.45  -4.12  -2.04  -0.214
C  0.68  -3.35  -0.91  0.129
N  -0.25  -2.54  -0.41  -0.422
C  -1.80  -0.82  3.17  0.102
C  -2.35  -0.58  4.43  -0.233
C  -3.71  -0.49  4.56  -0.060
Cl  -4.38  -0.22  6.12  0.077
N  -0.47  -1.02  2.85  -0.418
C  0.59  -0.79  3.76  0.658
O  0.45  -0.64  4.95  -0.512
C  1.93  -0.71  3.10  0.083
C  3.05  -0.44  3.85  -0.179
C  4.28  -0.38  3.20  -0.140
C  4.33  -0.63  1.84  -0.200
C  3.15  -0.90  1.15  0.071
N  1.97  -0.92  1.77  -0.413
H  -4.70  -0.95  1.33  0.273
H  -2.71  -3.06  -2.61  0.259
H  -0.95  -4.58  -3.59  0.241
H  1.24  -4.76  -2.40  0.246
H  1.63  -3.37  -0.39  0.221
H  -1.72  -0.50  5.30  0.276
H  2.95  -0.28  4.91  0.260
H  5.18  -0.16  3.75  0.242
H  5.26  -0.59  1.29  0.247
H  3.16  -1.08  0.09  0.241
N  -0.60  3.65  -6.10  -0.778
C  -0.08  2.85  -5.13  0.216
C  -0.88  1.89  -4.49  -0.268
C  -0.35  1.07  -3.52  -0.168
C  0.99  1.21  -3.15  -0.364
C  1.79  2.16  -3.76  -0.137
C  1.26  2.98  -4.74  -0.282
S  1.68  0.13  -1.97  2.332
O  2.99  0.61  -1.61  -0.944
O  1.55  -1.24  -2.40  -0.966
N  0.66  0.24  -0.68  -0.877
C  0.57  1.39  0.03  0.582
N  -0.04  1.08  1.20  -0.448
C  -0.17  2.02  2.14  0.104
C  0.26  3.30  1.88  -0.328
C  0.84  3.53  0.63  0.138
N  1.01  2.60  -0.29  -0.457
H  -1.55  3.56  -6.39  0.398
H  -0.03  4.33  -6.57  0.400
H  -1.92  1.79  -4.78  0.217
H  -0.97  0.33  -3.04  0.223
H  2.82  2.27  -3.45  0.246
H  1.89  3.72  -5.21  0.220
H  -0.65  1.74  3.07  0.225
H  0.15  4.09  2.61  0.247
H  1.19  4.52  0.37  0.216

Summary:
Energy relative to the best compared isomer or geometry (same formula, charge and spin)   0.286 eV
Lowest unoccupied orbital energy (spin up / spin down)   -0.1972 / -0.1947 hartree
Multiplicity   1
Net charge   +1
Total energy   -3230.76156 a.u.
Orbital gap (spin up / spin down)   0.184 / 0.187 Ha